The following is a DFT calculation (ωB97M-V with the def2-TZVPD basis set) of the molecule C3H6N2O in a non-equilibrium geometry.

Properties
Gap between HOMO and LUMO (eV): 10.8
Total charge: 0
SMILES: N#C[C@H](O)CN

Last columns: bonded neighbours and bond lengths (Å).
Atoms and positions in Å:
1 N 0.64829 -1.07273 1.17572  C2 1.447, H7 1.017, H8 1.013
2 C 0.49410 -0.67385 -0.20643  N1 1.447, C3 1.585, H9 1.096, H10 1.096
3 C -0.61822 0.42656 -0.46239  C2 1.585, O4 1.408, C5 1.478, H11 1.103
4 O -0.91153 1.17362 0.69411  C3 1.408, H12 0.971
5 C -0.10392 1.34396 -1.50052  C3 1.478, N6 1.157
6 N 0.39033 2.00720 -2.30906  C5 1.157
7 H 0.76583 -0.27911 1.80000  N1 1.017
8 H -0.08802 -1.67980 1.51501  N1 1.013
9 H 1.45847 -0.29791 -0.56744  C2 1.096
10 H 0.23701 -1.55366 -0.80656  C2 1.096
11 H -1.53212 -0.05289 -0.85025  C3 1.103
12 H -0.65925 0.61330 1.44566  O4 0.971

***

The following is a DFT calculation (ωB97M-V with the def2-TZVPD basis set) of the molecule C6H9NO2 in a non-equilibrium geometry.

Properties
Gap between HOMO and LUMO (alpha / beta) (eV): 7.7 / 7.7
Total charge: 0

Last columns: bonded neighbours and bond lengths (Å).
Atoms and positions in Å:
1 C -0.07513 0.02465 -0.07458  C2 1.590, C3 1.485, C4 1.535, C5 1.623
2 C -0.67672 -0.09768 1.39258  C1 1.590, C7 1.534, H11 1.091, H12 1.093
3 C 0.90262 -1.00630 -0.50492  C1 1.485, H13 1.085, H16 1.085
4 C 0.40777 1.45675 -0.34500  C1 1.535, H14 1.092, H17 1.091, H18 1.094
5 C -1.48800 -0.32980 -0.78944  C1 1.623, O6 1.358, O8 1.205
6 O -1.70142 0.36521 -1.93593  C5 1.358, H10 0.965
7 C 0.65224 -0.37158 2.10734  C2 1.534, N9 1.191
8 O -2.23951 -1.23789 -0.53883  C5 1.205
9 N 1.60153 -0.99806 1.75507  C7 1.191, H15 1.089
10 H -0.95299 0.93279 -2.15749  O6 0.965
11 H -1.12872 0.83577 1.73072  C2 1.091
12 H -1.29080 -0.98485 1.56458  C2 1.093
13 H 0.52825 -2.01924 -0.61306  C3 1.085
14 H -0.34536 2.20679 -0.09346  C4 1.092
15 H 2.20682 -1.33025 0.91305  N9 1.089
16 H 1.59666 -0.70769 -1.28430  C3 1.085
17 H 1.29185 1.66428 0.26037  C4 1.091
18 H 0.71092 1.59711 -1.38669  C4 1.094

***

The following is a DFT calculation (ωB97M-V with the def2-TZVPD basis set) of the molecule C5H7NO2 in a non-equilibrium geometry.

Properties
Gap between HOMO and LUMO (eV): 10.0
Total charge: 0
SMILES: COC1=CC(=O)NC1

Last columns: bonded neighbours and bond lengths (Å).
Atoms and positions in Å:
1 C -2.37369 -0.67479 0.42637  H6 1.246, H7 0.979, H8 1.198, O14 1.552
2 C -0.20516 -0.01770 -0.41659  C3 1.282, C5 1.541, O14 1.362
3 C 0.61382 -1.00299 -0.46910  C2 1.282, C4 1.576, H9 0.916
4 C 2.06804 -0.50910 -0.11659  C3 1.576, N13 1.492, O15 1.145
5 C 0.43477 1.34549 -0.08996  C2 1.541, H11 1.075, H12 0.939, N13 1.439
6 H -3.50723 -0.47064 -0.04971  C1 1.246
7 H -1.87188 -0.39605 1.21938  C1 0.979
8 H -2.02191 -1.79244 0.17611  C1 1.198
9 H 0.42775 -1.87783 -0.27183  C3 0.916
10 H 2.78940 1.58808 0.32451  N13 1.199
11 H 0.43949 2.19530 -0.74806  C5 1.075
12 H -0.10796 1.65946 0.60862  C5 0.939
13 N 1.80752 0.94719 0.07632  C4 1.492, C5 1.439, H10 1.199
14 O -1.54467 0.09555 -0.63592  C1 1.552, C2 1.362
15 O 3.05170 -1.08951 -0.03355  C4 1.145

***

The following is a DFT calculation (ωB97M-V with the def2-TZVPD basis set) of the molecule C6H9N.

Properties
Gap between HOMO and LUMO (eV): 9.5
Total charge: 0
SMILES: CC=C=CN1CC1

Last columns: bonded neighbours and bond lengths (Å).
Atoms and positions in Å:
1 C 2.80689 0.41732 -0.11091  C2 1.506, H8 1.097, H9 1.096, H10 1.093
2 C 1.88726 -0.77543 -0.07870  C1 1.506, C3 1.309, H12 1.092
3 C 0.64426 -0.79687 -0.48694  C2 1.309, C4 1.312
4 C -0.60050 -0.90497 -0.88682  C3 1.312, N5 1.415, H11 1.089
5 N -1.74115 -0.74686 -0.06374  C4 1.415, C6 1.452, C7 1.446
6 C -2.64351 0.35370 -0.35114  N5 1.452, C7 1.487, H13 1.088, H14 1.089
7 C -1.77948 0.36554 0.85858  N5 1.446, C6 1.487, H15 1.090, H16 1.087
8 H 3.64511 0.24193 -0.79613  C1 1.097
9 H 3.23523 0.59957 0.88160  C1 1.096
10 H 2.27926 1.31871 -0.43399  C1 1.093
11 H -0.82979 -1.19929 -1.90997  C4 1.089
12 H 2.31030 -1.70020 0.31957  C2 1.092
13 H -3.70260 0.11993 -0.26918  C6 1.088
14 H -2.37697 1.03310 -1.15993  C6 1.089
15 H -0.92510 1.04224 0.85190  C7 1.090
16 H -2.20034 0.15852 1.83913  C7 1.087

***

The following is a DFT calculation (ωB97M-V with the def2-TZVPD basis set) of a cluster of 2 separate species, C5H14N2O in total in a non-equilibrium geometry.

Properties
Gap between HOMO and LUMO (eV): 10.1
Total charge: 0
SMILES: [H]/N=C(/C)C(C)C.NO

Last columns: bonded neighbours and bond lengths (Å).
Atoms and positions in Å:
1 C -0.79289 0.64223 0.40856  C2 1.526, C3 1.529, H4 1.096, C13 1.691
2 C -2.05861 -0.19299 0.57795  C1 1.526, H6 1.093, H7 1.095, H8 1.095
3 C -0.61740 1.54511 1.62951  C1 1.529, H9 1.095, H10 1.093, H11 1.094
4 H -0.90328 1.29264 -0.46681  C1 1.096
5 H -0.03018 -0.40646 -1.39789  O15 1.089
6 H -2.26551 -0.79906 -0.30817  C2 1.093
7 H -2.92896 0.44547 0.76245  C2 1.095
8 H -1.97332 -0.87252 1.43288  C2 1.095
9 H -1.54326 2.07947 1.86619  C3 1.095
10 H 0.15665 2.29952 1.46556  C3 1.093
11 H -0.33963 0.96514 2.51490  C3 1.094
12 C 1.92369 0.53394 0.28113  C13 1.502, H20 1.093, H21 1.091, H22 1.092
13 C 0.64166 -0.24728 0.30796  C1 1.691, C12 1.502, N16 1.278
14 N 1.17160 -1.52087 -2.80347  O15 1.433, H17 1.022, H18 1.024
15 O 0.39948 -0.38417 -2.39811  H5 1.089, N14 1.433
16 N 0.61000 -1.51896 0.19028  C13 1.278, H19 1.021
17 H 0.49440 -2.24560 -3.04835  N14 1.022
18 H 1.66315 -1.87996 -1.97959  N14 1.024
19 H -0.32089 -1.93664 0.15983  N16 1.021
20 H 2.74348 -0.10952 -0.04728  C12 1.093
21 H 1.84335 1.36630 -0.41993  C12 1.091
22 H 2.12648 0.94422 1.27239  C12 1.092

***

Taking the records one at a time from the top gives DFT total energy values of -8234.9805; -11948.6968; -10878.6980; -7855.0317; -10436.9524 eV.
Taking the records one at a time from the top gives ΔE to the lowest compared entry with this formula, charge and spin values of 1.718; 4.622; 4.919; 3.128; 4.076 eV.
Taking the records one at a time from the top gives M values of 86.09; 127.14; 113.12; 95.14; 118.18 g/mol.